Density functional theory data (ωB97M-V/def2-TZVPD) for a molecular structure, C16H16Cl3F5OSTi in a non-equilibrium geometry.

Atoms and positions in Å:
1 C -0.63 0.80 -2.27
2 C -1.46 -0.36 -2.12
3 C -0.63 -1.50 -1.93
4 C -2.93 -0.41 -2.32
5 C 0.73 -1.06 -1.92
6 C 0.74 0.37 -2.14
7 C 1.96 1.17 -2.36
8 C -1.11 2.11 -2.75
9 C -1.11 -2.90 -1.93
10 C 1.93 -1.91 -1.87
11 Ti -0.13 0.21 -0.12
12 Cl -2.22 0.28 0.73
13 Cl 0.00 2.43 0.30
14 Cl -0.01 -1.90 1.02
15 H -3.39 0.55 -2.04
16 H -3.38 -1.21 -1.73
17 H -3.20 -0.59 -3.37
18 H -1.99 -3.01 -1.29
19 H -0.33 -3.58 -1.60
20 H -1.41 -3.21 -2.93
21 H 1.79 -2.75 -1.18
22 H 2.80 -1.33 -1.56
23 H 2.16 -2.34 -2.85
24 H 2.80 0.74 -1.82
25 H 1.84 2.20 -2.01
26 H 2.24 1.20 -3.42
27 H -2.00 2.41 -2.20
28 H -1.38 2.05 -3.81
29 H -0.33 2.86 -2.64
30 O 2.61 3.23 -0.10
31 H 3.11 4.01 0.31
32 F -1.27 -0.12 6.80
33 C -0.54 -0.01 5.68
34 C -0.50 1.21 4.99
35 F -1.22 2.26 5.45
36 C 0.26 1.32 3.84
37 F 0.38 2.52 3.26
38 C 0.95 0.22 3.28
39 S 1.77 0.34 1.80
40 C 0.97 -0.96 4.07
41 F 1.79 -1.97 3.70
42 C 0.21 -1.09 5.21
43 F 0.15 -2.28 5.88

Gap between HOMO and LUMO = 4.37 eV
Charge = -2
E_LUMO = 4.363 eV



Density functional theory data (ωB97M-V/def2-TZVPD) for 2 unconnected molecules or ions with the total composition C16H16ClF6N4O3 in a non-equilibrium geometry.

Atoms and positions in Å:
1 C 4.93 -1.19 -1.34
2 C 3.97 -0.04 -1.59
3 C 3.11 0.47 -0.39
4 Cl 3.00 -0.72 0.93
5 N 3.65 1.70 0.14
6 N 4.98 1.74 0.45
7 C 5.24 2.94 0.93
8 N 4.17 3.70 0.95
9 C 3.19 2.93 0.48
10 N 1.94 3.40 0.35
11 C 0.77 2.74 -0.13
12 F 1.01 2.30 -1.39
13 F -0.15 3.73 -0.24
14 C 0.20 1.66 0.74
15 C 0.55 1.57 2.10
16 C -0.04 0.60 2.91
17 C -0.98 -0.27 2.36
18 C -1.33 -0.18 1.01
19 C -2.36 -1.09 0.42
20 F -2.68 -2.09 1.22
21 F -1.95 -1.61 -0.74
22 F -3.50 -0.43 0.15
23 C -0.74 0.79 0.20
24 H 5.58 -1.06 -0.47
25 H 5.59 -1.27 -2.20
26 H 4.40 -2.13 -1.28
27 H 4.50 0.83 -1.99
28 H 3.27 -0.33 -2.36
29 H 2.10 0.60 -0.75
30 H 5.64 0.99 0.36
31 H 6.23 3.22 1.26
32 H 1.84 4.39 0.56
33 H 1.25 2.25 2.55
34 H 0.23 0.53 3.95
35 H -1.45 -1.02 2.97
36 H -1.01 0.89 -0.84
37 C -6.05 -2.76 -0.31
38 C -5.78 -3.25 -1.71
39 O -7.04 -3.77 -2.09
40 C -8.00 -3.09 -1.40
41 O -9.15 -3.10 -1.65
42 O -7.43 -2.39 -0.38
43 F -4.86 -4.25 -1.73
44 H -5.92 -3.55 0.43
45 H -5.45 -1.90 -0.03
46 H -5.48 -2.48 -2.41

Gap between HOMO and LUMO = 9.07 eV
Charge = +1
E_LUMO = -3.611 eV
ΔE to the lowest compared entry with this formula, charge and spin = 3.32 kcal per mole



Density functional theory data (ωB97M-V/def2-TZVPD) for 4 unconnected molecules or ions with the total composition C16H16F2N2 in a non-equilibrium geometry.

Atoms and positions in Å:
1 F 1.10 -1.10 -1.80
2 C -0.12 -1.32 -2.33
3 C -1.10 -1.86 -1.51
4 C -2.37 -2.00 -2.04
5 C -2.66 -1.68 -3.37
6 C -1.66 -1.17 -4.16
7 C -0.38 -0.95 -3.62
8 H -0.89 -2.21 -0.51
9 H -3.14 -2.45 -1.43
10 H -3.68 -1.84 -3.70
11 H -1.74 -0.96 -5.22
12 H 0.35 -0.41 -4.22
13 F 4.57 0.51 3.10
14 C 3.78 0.91 2.09
15 C 4.12 2.05 1.37
16 C 3.28 2.47 0.35
17 C 2.15 1.71 0.04
18 C 1.86 0.57 0.74
19 C 2.67 0.15 1.78
20 H 5.03 2.59 1.59
21 H 3.50 3.38 -0.20
22 H 1.50 1.97 -0.78
23 H 1.05 -0.08 0.43
24 H 2.41 -0.69 2.42
25 C -3.00 0.43 0.78
26 C -3.89 -0.73 0.67
27 N -4.60 -1.61 0.51
28 H -2.01 0.19 0.42
29 H -2.95 0.69 1.83
30 H -3.48 1.26 0.26
31 C 0.09 0.80 2.94
32 C -0.07 -0.53 2.39
33 N -0.17 -1.58 1.93
34 H 0.91 1.33 2.45
35 H 0.35 0.75 4.00
36 H -0.81 1.40 2.81

Gap between HOMO and LUMO = 9.76 eV
E_LUMO = 0.460 eV
SMILES string = Fc1ccccc1.Fc1ccccc1.CC#N.CC#N
ΔE to the lowest compared entry with this formula, charge and spin = 14.62 kcal per mole



Density functional theory data (ωB97M-V/def2-TZVPD) for a single C16H16F2N4O molecule in a non-equilibrium geometry.

Atoms and positions in Å:
1 C -3.40 -1.55 -1.44
2 C -2.44 -1.17 -0.31
3 C -3.25 -0.46 0.74
4 C -3.81 0.84 0.65
5 C -4.48 0.97 1.83
6 O -4.33 -0.14 2.56
7 N -3.57 -1.02 1.88
8 N -1.38 -0.28 -0.76
9 C -0.66 -0.78 -1.91
10 C -0.46 0.04 0.33
11 C 0.38 1.22 -0.01
12 C -0.11 2.49 -0.34
13 N 0.87 3.35 -0.53
14 N 1.99 2.68 -0.32
15 C 1.77 1.37 -0.01
16 C 2.85 0.44 0.25
17 C 2.79 -0.89 -0.16
18 C 3.82 -1.78 0.09
19 C 4.94 -1.33 0.77
20 F 5.94 -2.19 1.03
21 C 5.06 -0.02 1.19
22 C 4.01 0.84 0.92
23 F 4.13 2.12 1.33
24 H -3.71 -0.66 -1.98
25 H -4.28 -2.03 -1.01
26 H -2.94 -2.25 -2.13
27 H -2.04 -2.09 0.14
28 H -3.72 1.53 -0.15
29 H -5.06 1.76 2.26
30 H 0.16 -0.10 -2.13
31 H -0.25 -1.80 -1.75
32 H -1.31 -0.80 -2.78
33 H 0.17 -0.83 0.60
34 H -1.06 0.29 1.21
35 H -1.13 2.79 -0.44
36 H 2.88 3.15 -0.39
37 H 1.93 -1.23 -0.72
38 H 3.77 -2.80 -0.23
39 H 5.93 0.33 1.72

Gap between HOMO and LUMO = 9.38 eV
E_LUMO = 0.698 eV
SMILES string = C[C@H](c1ccon1)N(C)Cc1cn[nH]c1-c1ccc(F)cc1F
ΔE to the lowest compared entry with this formula, charge and spin = 0.00 kcal per mole



Density functional theory data (ωB97M-V/def2-TZVPD) for a molecular structure, C16H16HgN4O3 in a non-equilibrium geometry.

Atoms and positions in Å:
1 Hg 0.22 -0.07 0.05
2 O -1.16 -1.73 -0.13
3 C -2.05 -1.93 -1.02
4 O -1.51 1.14 -1.09
5 C -2.31 0.50 -1.78
6 O -3.11 1.09 -2.66
7 N -2.50 -0.90 -1.84
8 C -3.95 0.09 -3.33
9 C -3.68 -1.18 -2.63
10 H -3.66 0.05 -4.38
11 H -5.00 0.36 -3.23
12 H -3.41 -2.02 -3.28
13 H -4.46 -1.45 -1.92
14 C -2.62 -3.26 -1.06
15 C -2.37 -4.02 0.04
16 H -3.24 -3.61 -1.89
17 H -1.81 -3.57 0.86
18 H -2.75 -5.03 0.15
19 N 2.88 1.47 1.71
20 C 3.16 1.17 0.38
21 C 4.46 1.45 -0.10
22 C 4.77 1.16 -1.42
23 C 3.80 0.60 -2.26
24 C 2.53 0.35 -1.76
25 N 2.25 0.64 -0.45
26 C 1.75 1.36 2.53
27 C 1.90 1.79 3.87
28 C 0.81 1.69 4.73
29 C -0.40 1.18 4.25
30 C -0.49 0.79 2.93
31 N 0.59 0.88 2.09
32 H 3.68 1.88 2.19
33 H 5.19 1.89 0.58
34 H 5.74 1.34 -1.81
35 H 4.00 0.35 -3.31
36 H 1.73 -0.09 -2.38
37 H 2.86 2.18 4.21
38 H 0.88 2.00 5.76
39 H -1.29 1.08 4.89
40 H -1.43 0.38 2.52

Gap between HOMO and LUMO = 7.58 eV
Charge = +2
E_LUMO = -6.885 eV
ΔE to the lowest compared entry with this formula, charge and spin = 0.00 kcal per mole



Density functional theory data (ωB97M-V/def2-TZVPD) for 3 unconnected molecules or ions with the total composition C16H16IN4O3P in a non-equilibrium geometry.

Atoms and positions in Å:
1 N 1.81 3.99 -2.29
2 C 0.93 3.31 -1.98
3 C -0.15 2.46 -1.52
4 C 0.30 1.05 -1.17
5 C 1.19 0.36 -2.18
6 O 2.23 0.74 -2.57
7 I 0.44 -1.56 -2.89
8 C -1.35 2.59 -2.47
9 C -1.26 1.75 -3.66
10 N -1.18 1.15 -4.64
11 P -3.00 2.36 -1.57
12 O -4.04 1.71 -2.63
13 O -2.73 1.18 -0.47
14 H -0.47 2.91 -0.59
15 H -0.53 0.42 -0.93
16 H 0.90 1.13 -0.27
17 H -1.38 3.61 -2.81
18 H -4.35 2.40 -3.23
19 H -2.73 0.29 -0.85
20 C 5.18 -3.81 -0.56
21 C 4.46 -4.06 0.60
22 C 3.38 -3.24 0.90
23 N 3.00 -2.22 0.14
24 C 3.70 -1.99 -0.97
25 C 4.79 -2.75 -1.37
26 H 6.02 -4.43 -0.83
27 H 4.73 -4.88 1.25
28 H 2.79 -3.40 1.79
29 H 3.37 -1.15 -1.57
30 H 5.32 -2.52 -2.28
31 C -3.51 1.23 3.75
32 C -2.88 0.76 2.61
33 C -2.12 -0.40 2.70
34 N -1.97 -1.09 3.83
35 C -2.58 -0.63 4.91
36 C -3.36 0.52 4.93
37 H -4.11 2.13 3.72
38 H -2.96 1.28 1.67
39 H -1.61 -0.80 1.84
40 H -2.44 -1.21 5.82
41 H -3.84 0.84 5.84

Gap between HOMO and LUMO = 9.71 eV
E_LUMO = 0.163 eV
SMILES string = N#C[C@H](CC(=O)I)[C@@H](C#N)P(O)O.c1ccncc1.c1ccncc1



| no. | E (eV) |
| --- | --- |
| 1 | -104007.2757 |
| 2 | -57776.2085 |
| 3 | -25265.3746 |
| 4 | -30292.6779 |
| 5 | -33114.4327 |
| 6 | -46343.0990 |